Computed, not measured: 5 unconnected molecules or ions with the total composition C15H40O5 at a distorted geometry, with ωB97M-V/def2-TZVPD.

Summary:
- E_LUMO: 0.38 eV
- SMILES: CC(C)O.CC(C)O.CC(C)O.CC(C)O.CC(C)O
- Energy relative to the best compared isomer or geometry (same formula, charge and spin): 253.4 kJ/mol
- Net charge: 0
- Total energy: -26439.107 eV
- E_HOMO: -10.00 eV

Element x y z (Å)
1 C 2.8143 -1.2340 2.5487
2 C 2.5086 -0.8496 4.0101
3 C 3.4646 -1.5085 5.0418
4 O 2.4728 0.5511 4.1302
5 H 3.8725 -1.2119 2.2883
6 H 2.3409 -0.6271 1.7769
7 H 2.4844 -2.2531 2.3469
8 H 1.5105 -1.1906 4.2849
9 H 3.8396 -0.7426 5.7207
10 H 4.2996 -2.0619 4.6121
11 H 2.9568 -2.2010 5.7132
12 H 2.4908 0.9758 3.2695
13 C 1.3618 4.2395 -2.7024
14 C 0.7226 3.9522 -1.3738
15 C -0.3125 2.7853 -1.5570
16 O 1.5940 3.6167 -0.3326
17 H 2.0628 3.4998 -3.0891
18 H 1.9484 5.1577 -2.6752
19 H 0.6454 4.3641 -3.5144
20 H 0.1205 4.8333 -1.1520
21 H 0.1534 1.8612 -1.8993
22 H -1.0690 2.9706 -2.3195
23 H -1.0241 2.6476 -0.7429
24 H 2.1730 4.3669 -0.1786
25 C 5.7381 0.1759 -3.4463
26 C 6.6164 1.3168 -2.8492
27 C 6.5593 1.2908 -1.3165
28 O 7.9865 1.0930 -3.1985
29 H 6.1086 -0.8343 -3.2724
30 H 5.6479 0.2654 -4.5288
31 H 4.7464 0.3448 -3.0267
32 H 6.3822 2.2701 -3.3230
33 H 7.0313 0.3276 -1.1230
34 H 5.5443 1.4301 -0.9444
35 H 7.1513 2.0772 -0.8483
36 H 8.5229 1.7266 -2.7164
37 C -4.4210 -1.9088 -3.2536
38 C -5.9442 -1.6686 -3.5737
39 C -6.2841 -0.2274 -3.3487
40 O -6.0648 -1.9375 -4.9582
41 H -4.1090 -1.3876 -2.3486
42 H -3.7475 -1.6321 -4.0647
43 H -4.2505 -2.9756 -3.1091
44 H -6.5211 -2.3325 -2.9299
45 H -6.0653 0.3816 -4.2258
46 H -5.6841 0.1981 -2.5443
47 H -7.3354 -0.1911 -3.0633
48 H -6.7919 -1.3726 -5.2297
49 C -4.7847 -2.2950 2.8521
50 C -4.1033 -2.6828 4.1069
51 C -4.2750 -1.7118 5.2511
52 O -4.7308 -3.8794 4.5087
53 H -5.8395 -2.1876 3.1049
54 H -4.7875 -3.0413 2.0576
55 H -4.3552 -1.3909 2.4207
56 H -3.0358 -2.8913 4.0356
57 H -3.5245 -1.9989 5.9876
58 H -5.2407 -1.7071 5.7566
59 H -4.0299 -0.6902 4.9608
60 H -5.5411 -3.8951 3.9941

=====

Computed, not measured: a molecular structure, C15H41As3N2OSTl, with ωB97M-V/def2-TZVPD.

Summary:
- E_LUMO (spin up / spin down): -10.35 / -10.44 eV
- Net charge: +3
- Total energy: -219265.046 eV
- E_HOMO (spin up / spin down): -16.52 / -15.48 eV

Element x y z (Å)
1 Tl -1.1538 -1.0013 1.3975
2 N -1.6264 -0.9355 3.8709
3 C -2.5208 -2.0588 4.2266
4 C -2.1038 -3.3230 3.4964
5 N -2.2914 -3.1524 2.0388
6 H -0.7872 -0.9624 4.4433
7 H -2.0719 -0.0420 4.0555
8 H -3.5389 -1.7855 3.9432
9 H -2.5228 -2.2404 5.3019
10 H -2.6771 -4.1701 3.8762
11 H -1.0491 -3.5352 3.6822
12 H -3.2851 -3.1038 1.8268
13 H -1.9347 -3.9566 1.5304
14 C -0.9663 -0.8650 -3.3836
15 As -0.3765 -0.8805 -1.5305
16 C 0.5959 -2.5691 -1.4795
17 C 0.8687 0.6709 -1.4933
18 C 2.3937 0.5077 -1.5944
19 C 2.8110 -0.0679 -2.9492
20 C 2.9486 -0.4102 -0.4807
21 As 2.0773 -0.4260 1.2890
22 C 3.2298 -1.7309 2.1498
23 C 2.6888 1.2175 2.1373
24 C 3.0902 1.8833 -1.3881
25 As 2.7302 3.4040 -2.5593
26 C 2.6695 3.1195 -4.4593
27 C 1.1804 4.3972 -2.0101
28 H -1.6500 -1.6958 -3.5475
29 H -0.1053 -0.9742 -4.0427
30 H -1.4870 0.0658 -3.5997
31 H 1.3560 -2.6474 -2.2527
32 H -0.1517 -3.3423 -1.6617
33 H 1.0425 -2.7437 -0.5019
34 H 0.6184 1.2118 -0.5746
35 H 0.5015 1.2839 -2.3243
36 H 2.3817 -1.0556 -3.1062
37 H 3.8952 -0.1724 -3.0098
38 H 2.4832 0.5599 -3.7780
39 H 4.0063 -0.2003 -0.3011
40 H 2.9039 -1.4479 -0.8147
41 H 4.2687 -1.4109 2.0742
42 H 3.1167 -2.7031 1.6732
43 H 2.9614 -1.8166 3.2011
44 H 3.7443 1.3821 1.9203
45 H 2.5704 1.1083 3.2145
46 H 2.0990 2.0744 1.8159
47 H 4.1710 1.7422 -1.4578
48 H 2.8849 2.2894 -0.3949
49 H 3.5586 2.5946 -4.7990
50 H 2.6105 4.0972 -4.9355
51 H 1.7685 2.5459 -4.6852
52 H 1.1776 4.5120 -0.9290
53 H 0.2985 3.8466 -2.3435
54 H 1.1966 5.3771 -2.4838
55 C -5.2607 0.6356 -0.1730
56 S -4.2551 1.3680 1.1064
57 C -5.2750 0.9408 2.5086
58 O -3.0127 0.4821 1.2022
59 H -6.2104 1.1681 -0.2146
60 H -5.4183 -0.4194 0.0479
61 H -4.7364 0.7608 -1.1175
62 H -6.2475 1.4175 2.3904
63 H -4.7977 1.3248 3.4078
64 H -5.3861 -0.1427 2.5488

=====

Computed, not measured: 4 unconnected molecules or ions with the total composition C15H41N4O4S at a distorted geometry, with ωB97M-V/def2-TZVPD.

Summary:
- E_LUMO: -4.10 eV
- Energy relative to the best compared isomer or geometry (same formula, charge and spin): 77.3 kJ/mol
- Net charge: +1
- Total energy: -41195.040 eV
- E_HOMO: -11.17 eV

Element x y z (Å)
1 N 1.0059 -0.6370 -1.2964
2 C 0.7141 0.5948 -0.5548
3 O 1.6036 1.3346 -0.0504
4 C -0.8056 1.0429 -0.3312
5 C -1.8286 0.4611 -1.4195
6 S -3.4429 -0.1019 -0.6213
7 H 1.7542 -0.5127 -1.9973
8 H 1.1638 -1.4448 -0.6798
9 H -0.8569 2.1905 -0.3376
10 H -1.1824 0.7190 0.7074
11 H -2.0716 1.2271 -2.2459
12 H -1.4404 -0.4667 -1.9804
13 H -4.2384 -0.6457 -1.6481
14 H -3.0383 -1.2149 0.1413
15 C 6.5037 -2.6401 -4.0340
16 C 5.0900 -2.6661 -4.6075
17 C 4.2137 -1.4750 -4.1645
18 O 3.7377 -1.5535 -2.8211
19 C 4.6979 -1.1980 -1.8368
20 N 4.4610 -3.9506 -4.2712
21 H 6.5435 -2.9733 -2.9948
22 H 7.1529 -3.3105 -4.6024
23 H 6.9333 -1.6364 -4.0885
24 H 5.1837 -2.6090 -5.6975
25 H 3.3163 -1.4658 -4.7919
26 H 4.7208 -0.5175 -4.3365
27 H 5.3543 -0.3915 -2.1729
28 H 5.2809 -2.0730 -1.5475
29 H 4.1583 -0.8577 -0.9494
30 H 3.5649 -4.0122 -4.7510
31 H 4.2048 -3.9146 -3.2837
32 C 1.7438 -1.6146 4.7962
33 C 0.3821 -1.6430 4.1086
34 C 0.2294 -2.7752 3.0702
35 O 0.9156 -2.5509 1.8402
36 C 2.3123 -2.8043 1.8927
37 N 0.1208 -0.3256 3.5108
38 H 2.5225 -1.1719 4.1715
39 H 1.6934 -1.0125 5.7066
40 H 2.0631 -2.6205 5.0803
41 H -0.3683 -1.8172 4.8876
42 H -0.8309 -2.8469 2.8039
43 H 0.5081 -3.7479 3.4929
44 H 2.5546 -3.6458 2.5463
45 H 2.8456 -1.9067 2.2078
46 H 2.6477 -3.0447 0.8808
47 H -0.8338 -0.3116 3.1546
48 H 0.6953 -0.2538 2.6691
49 C -4.4622 5.0364 1.8634
50 C -4.3178 3.7230 1.1013
51 C -5.2066 3.6285 -0.1576
52 O -6.5847 3.3950 0.1048
53 C -7.3097 4.5461 0.5126
54 N -4.5703 2.6054 2.0222
55 H -5.3653 5.0711 2.4757
56 H -3.6177 5.1719 2.5436
57 H -4.4785 5.8891 1.1801
58 H -3.2755 3.6584 0.7656
59 H -4.8709 2.7639 -0.7429
60 H -5.0818 4.5063 -0.8038
61 H -6.9619 5.4522 0.0100
62 H -7.2536 4.6616 1.5955
63 H -8.3590 4.3891 0.2551
64 H -4.3617 1.7325 1.5425
65 H -5.5786 2.5610 2.1768

=====

Computed, not measured: a molecular structure, C15H41NO6 at a distorted geometry, with ωB97M-V/def2-TZVPD.

Summary:
- E_LUMO: -0.12 eV
- Energy relative to the best compared isomer or geometry (same formula, charge and spin): 772.6 kJ/mol
- Net charge: 0
- Total energy: -29985.722 eV
- E_HOMO: -8.96 eV

Element x y z (Å)
1 C -1.1048 -3.2000 2.3758
2 C -0.9888 -1.9600 3.1028
3 O -1.7108 -1.7250 4.0838
4 N 0.1302 -0.9230 2.7838
5 H 1.1132 -1.2720 2.5768
6 H 0.0102 -0.6180 1.8798
7 C 0.2262 0.2490 3.5568
8 H -0.5508 -3.8780 2.8448
9 H -0.8918 -2.9090 1.2258
10 H -2.0678 -3.4710 2.2778
11 H 0.6812 1.2160 3.0458
12 H 0.9502 0.1570 4.3578
13 H -0.6638 0.3760 4.2448
14 O -0.1878 -0.1980 0.3148
15 H 0.1942 0.2990 -0.3152
16 C 2.1122 -2.0140 -2.4152
17 C 1.3252 -2.8990 -1.4732
18 C 1.7492 -4.3470 -1.3262
19 O 1.2572 -2.3430 -0.1742
20 H 2.4732 -2.4350 -3.2952
21 H 3.0522 -1.6600 -2.1612
22 H 1.4922 -1.0640 -2.8622
23 H 0.3662 -2.9070 -1.7512
24 H 1.7752 -4.8090 -2.1022
25 H 1.2312 -4.8490 -0.6252
26 H 2.9952 -4.3290 -1.1172
27 H 0.6582 -1.6230 -0.2822
28 C 3.7732 2.0790 1.9848
29 C 2.8332 1.7510 0.8538
30 C 3.4452 1.9050 -0.5062
31 O 2.3942 0.3370 1.0868
32 H 4.3082 3.1010 1.9598
33 H 4.5432 1.5460 2.1608
34 H 3.2602 2.2780 2.8738
35 H 1.8852 2.3710 0.9478
36 H 3.7512 2.8220 -0.5362
37 H 2.7162 1.5000 -1.2212
38 H 4.2862 1.0420 -0.6732
39 H 1.5042 0.2460 0.7388
40 C -2.5838 -0.8840 -3.4632
41 C -2.4518 -0.4090 -2.0952
42 C -3.7518 -0.5080 -1.4222
43 O -1.6018 -1.3480 -1.5112
44 H -2.7278 -0.1150 -4.1942
45 H -3.3708 -1.6190 -3.7812
46 H -1.5188 -1.4500 -4.0732
47 H -2.2418 0.6730 -1.8652
48 H -3.7688 -0.0090 -0.4802
49 H -4.2908 -1.3530 -1.2032
50 H -4.5448 0.0900 -2.0652
51 H -1.1108 -0.7490 -0.7222
52 C -2.4628 4.3490 0.4918
53 C -1.9608 2.9430 0.0288
54 C -0.9518 3.1100 -1.1402
55 O -1.3818 2.3410 1.0848
56 H -1.7098 5.0690 0.8938
57 H -3.2498 4.0340 1.2958
58 H -3.0078 4.8180 -0.3552
59 H -2.7098 2.3890 -0.5882
60 H -0.0118 3.5870 -0.6602
61 H -1.3538 3.6790 -1.9152
62 H -0.5058 2.0870 -1.4782
63 H -1.0578 1.4350 0.7768

=====

> Number 4 is which compound?

C15H41NO6

=====

> Number 3 is which compound?

C15H41N4O4S